## P
ORCA calculation (ωB97M-V/def2-TZVPD) on 2 unconnected molecules or ions with the total composition C4H10NO.

The geometry in XYZ format:
```
16
Properties=species:S:1:pos:R:3
C 0.84469 1.23969 -2.75646
C 0.99494 1.15836 -1.24427
C -0.79773 0.38724 0.23305
N 0.04628 0.16228 -0.71315
H 1.10865 0.24526 -3.21816
H -0.19245 1.53422 -3.02892
H 1.54939 1.99551 -3.13980
H 2.02657 0.78393 -0.91225
H 0.73681 2.10086 -0.77400
H -1.44099 -0.43088 0.63176
H -0.80664 1.36880 0.69616
H 0.07780 -0.77252 -1.13584
O -0.79940 -0.95307 2.70844
C -0.45173 -2.00879 2.17183
H -0.08605 -2.01590 1.10586
H -0.44292 -2.97961 2.67484
```

Output
- LUMO level: -4.89 eV
- Net charge: +1
- HOMO energy: -0.533 hartree
- Multiplicity: 1

Mulliken atomic charge list, values in e, 4 entries: atom 1 (C): -1.062, atom 2 (C): -0.311, atom 3 (C): -0.274, atom 4 (N): -0.012


## Q
ORCA calculation (ωB97M-V/def2-TZVPD) on 2 unconnected molecules or ions with the total composition C4H10NO.

The geometry in XYZ format:
```
16
Properties=species:S:1:pos:R:3
C -0.74583 1.19387 0.50437
C -0.78955 0.22697 -0.57535
C -1.80484 -0.12525 -1.33208
C 1.18929 -0.42715 -1.90203
N 0.54877 -0.39709 -0.72799
H -0.38972 2.31248 0.09035
H -1.64336 1.34346 1.11480
H 0.01439 1.01005 1.31530
H -1.90725 -0.94856 -2.00425
H -2.70857 0.57314 -1.43923
H 2.09645 -0.98452 -2.07849
H 0.64708 -0.29060 -2.80729
H 1.09685 -0.31106 0.18811
H 1.57688 -1.86591 3.36140
H 1.18458 -0.33054 3.44284
O 1.63481 -0.97928 2.84956
```

Output
- LUMO level: -5.77 eV
- Net charge: +1
- HOMO energy: -0.531 hartree
- Multiplicity: 1

Mulliken atomic charge list, values in e, 4 entries: atom 1 (C): -1.150, atom 2 (C): 0.733, atom 3 (C): -0.707, atom 4 (C): -0.184


## R
ORCA calculation (ωB97M-V/def2-TZVPD) on 2 unconnected molecules or ions with the total composition C4H10NO.

The geometry in XYZ format:
```
16
Properties=species:S:1:pos:R:3
C -0.07292 -0.86718 0.17777
C -0.42890 0.53033 -0.00787
C 2.22799 -1.15516 0.78813
C -1.84110 1.02013 0.13334
N -0.20579 -0.44858 -1.21501
O 0.56397 1.43172 0.08500
H -0.67330 -1.65587 0.58490
H 2.44287 -2.01216 0.17702
H 2.06485 -1.31752 1.83559
H 2.56756 -0.18634 0.47654
H -2.56173 0.22650 -0.03569
H -2.04024 1.83856 -0.55763
H -1.97796 1.38910 1.14923
H 0.65691 -0.34260 -1.74578
H -0.98328 -0.79154 -1.77900
H 0.26107 2.34062 -0.06653
```

Output
- LUMO level: -4.17 eV
- Net charge: +1
- HOMO energy: -0.517 hartree
- Multiplicity: 1

Mulliken atomic charge list, values in e, 4 entries: atom 1 (C): -0.893, atom 2 (C): 1.264, atom 3 (C): -0.608, atom 4 (C): -1.352


## S
ORCA calculation (ωB97M-V/def2-TZVPD) on a gas-phase ion, C4H10NO (charge +1).

The geometry in XYZ format:
```
16
Properties=species:S:1:pos:R:3
C 1.22429 -0.51131 -0.56449
C -0.67945 -0.11075 0.89825
C 2.35789 0.23229 -0.10626
C -2.47103 0.67000 -0.44807
N 0.47252 -1.13951 0.40865
O -1.67297 -0.28883 0.06916
H 0.94251 -0.31250 -1.65594
H -0.38821 0.92019 1.09448
H 1.98684 1.06659 0.51089
H 3.04447 0.59860 -0.77730
H 2.81813 -0.41532 0.69280
H -3.04033 0.37292 -1.37628
H -2.05877 1.59742 -0.66799
H -3.30351 0.81971 0.33736
H -0.09249 -2.00255 0.27150
H 0.86010 -1.49695 1.31323
```

Output
- LUMO level (spin up / spin down): -4.80 / -4.70 eV
- Net charge: +1
- HOMO energy (spin up / spin down): -0.481 / -0.489 hartree
- Multiplicity: 1

Mulliken atomic charge list, values in e, 4 entries: atom 1 (C): -0.153, atom 2 (C): -0.159, atom 3 (C): -0.887, atom 4 (C): -0.702


The structure with the greatest stability is P.


## P
ORCA calculation (ωB97M-V/def2-TZVPD) on a molecular structure, C4H10NO.

The geometry in XYZ format:
```
16
Properties=species:S:1:pos:R:3
C 0.59311 -0.38209 0.34137
C -0.34931 0.43709 -0.42419
C 0.11593 -2.22573 0.89939
C 0.31285 1.42528 -1.35340
N -0.15318 0.63676 1.01961
O -1.61074 0.02486 -0.74264
H 1.64941 -0.07070 0.17511
H -1.04241 -2.30876 0.95776
H 0.88496 -2.57717 1.54071
H 0.37329 -2.72201 -0.03366
H 1.43623 1.39737 -1.26867
H -0.27966 2.28922 -1.24438
H 0.17800 1.17511 -2.44684
H -0.77461 0.06080 1.59394
H 0.30502 1.45466 1.39844
H -2.15031 0.61480 -1.29861
```

Output
- LUMO level: -3.13 eV
- Net charge: +1
- HOMO energy: -0.567 hartree
- Multiplicity: 1

Mulliken atomic charge list, values in e, 4 entries: atom 1 (C): -0.724, atom 2 (C): 1.186, atom 3 (C): -0.904, atom 4 (C): -1.317


## Q
ORCA calculation (ωB97M-V/def2-TZVPD) on 2 unconnected molecules or ions with the total composition C4H10NO.

The geometry in XYZ format:
```
16
Properties=species:S:1:pos:R:3
C 0.20988 0.08322 -1.78557
C -1.17884 0.48699 -1.49261
C 1.32460 -0.34225 1.40190
C -0.06043 -0.11831 0.72390
N -0.13241 0.61192 -0.42185
O -0.75627 -1.32522 0.55436
H 0.33707 -0.98874 -1.78773
H 0.66499 0.90436 -2.34112
H -1.57813 1.38878 -1.86359
H -1.81487 -0.26894 -1.27251
H 1.27026 -1.13813 2.25757
H 2.18157 -0.53139 0.74597
H 1.45890 0.45044 2.04693
H -0.99996 0.76465 2.09430
H 0.16309 1.62519 -0.24382
H -1.08947 -1.60258 1.38386
```

Output
- LUMO level: -4.40 eV
- Net charge: +1
- HOMO energy: -0.516 hartree
- Multiplicity: 1

Mulliken atomic charge list, values in e, 4 entries: atom 1 (C): -0.237, atom 2 (C): -0.387, atom 3 (C): -1.002, atom 4 (C): -0.218


## R
ORCA calculation (ωB97M-V/def2-TZVPD) on 2 unconnected molecules or ions with the total composition C4H10NO.

The geometry in XYZ format:
```
16
Properties=species:S:1:pos:R:3
C -0.69093 -1.79481 -2.51972
C 0.08414 0.05101 2.00072
C 0.04543 -2.05584 -1.48269
C 0.60662 1.40731 1.34714
N -0.05382 1.59177 0.20815
O -0.38555 2.78219 -0.12822
H -0.85649 2.81003 -1.08680
H -0.88731 -0.70687 -2.75069
H -1.03024 -2.68450 -3.14202
H 0.93955 -0.43907 2.48801
H -0.69705 0.46740 2.63847
H -0.20034 -0.82407 1.46063
H 0.29079 -1.28014 -0.73411
H 0.56909 -2.95608 -1.26145
H 1.70490 1.17286 1.10592
H 0.56121 2.45878 1.85666
```

Output
- LUMO level: -7.59 eV
- Net charge: +1
- HOMO energy: -0.482 hartree
- Multiplicity: 1

Mulliken atomic charge list, values in e, 4 entries: atom 1 (C): -0.317, atom 2 (C): -0.973, atom 3 (C): -0.234, atom 4 (C): -0.362


The structure with the greatest stability is P.


## P
ORCA calculation (ωB97M-V/def2-TZVPD) on a single C24H26N4O2 molecule.

The geometry in XYZ format:
```
56
Properties=species:S:1:pos:R:3
C -1.36203 2.02737 1.55407
N -0.32201 1.90023 0.54846
C 0.89586 1.28880 1.07990
C 1.58781 2.09162 2.15387
C 2.52743 3.06296 1.83096
C 3.11368 3.83414 2.81903
C 2.76743 3.64419 4.14569
C 1.84054 2.67160 4.47964
C 1.25666 1.90047 3.49040
H 0.54110 1.13570 3.75603
H 1.57228 2.51235 5.51386
H 3.22325 4.24754 4.91680
H 3.84386 4.58438 2.55223
H 2.81200 3.21293 0.79891
H 1.57554 1.12538 0.23697
H 0.60998 0.31444 1.48563
C -0.08616 3.14643 -0.17257
H 0.87567 3.06155 -0.68451
C -1.16115 3.41850 -1.23139
C -1.18095 2.34497 -2.31931
N -1.51604 1.05815 -1.75637
C -2.49870 0.28131 -2.22784
O -3.14893 0.51387 -3.22801
C -2.73063 -0.98158 -1.38776
N -1.50722 -1.57720 -0.89188
C -1.32367 -1.58466 0.48172
O -2.15161 -1.09537 1.23452
C -0.09727 -2.19037 0.93461
C 0.38608 -2.35476 2.22013
C 1.63024 -2.98465 2.10862
C 1.87490 -3.18905 0.77130
N 0.82825 -2.70815 0.05772
C 0.61114 -2.68646 -1.31194
C 1.53153 -3.21870 -2.20963
C 1.28836 -3.18334 -3.56691
C 0.11762 -2.60955 -4.03744
C -0.80526 -2.07729 -3.16013
C -0.58286 -2.10509 -1.78128
H -1.69935 -1.63017 -3.55817
H -0.08008 -2.57437 -5.09733
H 2.00820 -3.59997 -4.25367
H 2.44071 -3.66332 -1.83862
H 2.72565 -3.64424 0.30676
H 2.27994 -3.26079 2.91500
H -0.11709 -2.05476 3.11682
H -3.30607 -1.70140 -1.97616
H -3.31499 -0.70523 -0.50298
H -1.10423 0.91094 -0.83313
H -1.92308 2.57825 -3.08746
H -0.19431 2.28408 -2.79582
H -2.14609 3.47671 -0.76787
H -0.95169 4.38509 -1.69214
H -0.02714 4.00469 0.51602
H -1.58236 1.04242 1.96254
H -1.08251 2.70701 2.36984
H -2.26861 2.40544 1.08639
```

Output
- LUMO level: 0.45 eV
- SMILES: CN(CCCNC(=O)Cn1c(=O)c2cccn2c2ccccc21)Cc1ccccc1
- HOMO energy: -0.306 hartree
- Multiplicity: 1

Mulliken atomic charge list, values in e, 4 entries: atom 1 (C): -1.257, atom 2 (N): 0.634, atom 3 (C): -0.257, atom 4 (C): 0.261


## Q
ORCA calculation (ωB97M-V/def2-TZVPD) on a single C24H26N4O2 molecule.

The geometry in XYZ format:
```
56
Properties=species:S:1:pos:R:3
C -4.08408 0.06448 1.79350
N -4.66873 -0.90348 0.88691
C -3.75248 -1.92777 0.44583
C -2.61203 -1.37996 -0.44987
N -3.09163 -0.22342 -1.17478
C -2.46007 0.96617 -1.28998
O -3.03646 1.97110 -1.68496
C -1.00401 1.05578 -0.94660
C -0.09974 0.15050 -1.35684
C 1.33685 0.26717 -1.27944
C 2.11807 1.37962 -1.47696
N 3.43507 1.07502 -1.32971
C 3.54303 -0.25075 -1.01060
C 4.66545 -1.01908 -0.72703
C 4.46761 -2.34607 -0.41244
C 3.18633 -2.90258 -0.37983
C 2.07039 -2.14703 -0.66041
C 2.24096 -0.80352 -0.98546
H 1.08257 -2.58247 -0.62648
H 3.07679 -3.94693 -0.12669
H 5.31805 -2.97126 -0.18394
H 5.65724 -0.59281 -0.74675
C 4.52938 1.99353 -1.45227
H 5.10556 2.02564 -0.52431
H 5.19606 1.69397 -2.26522
H 4.14295 2.98928 -1.66128
H 1.81401 2.37543 -1.73829
H -0.46112 -0.77332 -1.78509
N -0.71225 2.29600 -0.36125
C 0.16630 2.63908 0.61922
O 0.33895 3.80544 0.91698
C 0.88147 1.52550 1.30796
C 0.20623 0.40455 1.77363
C 0.90199 -0.61466 2.39782
C 2.27228 -0.51796 2.56914
C 2.94119 0.62189 2.15566
C 2.24691 1.64675 1.54159
H 2.75004 2.54897 1.22750
H 4.00552 0.70992 2.31701
H 2.81645 -1.32431 3.03733
H 0.37431 -1.48825 2.75215
H -0.86676 0.34063 1.66504
H -1.32922 3.03919 -0.68193
C -4.49562 -0.30327 -1.52799
C -5.36158 -0.31176 -0.25105
H -6.27287 -0.89142 -0.43807
H -5.65223 0.70571 0.00992
H -4.73569 0.55773 -2.15166
H -4.64556 -1.22038 -2.10586
H -1.75498 -1.09364 0.16041
H -2.29238 -2.16159 -1.15168
H -4.33923 -2.66786 -0.10495
H -3.32310 -2.42180 1.31972
H -4.88839 0.64991 2.23829
H -3.57133 -0.47053 2.59220
H -3.37640 0.75894 1.32190
```

Output
- LUMO level: 0.50 eV
- SMILES: CN1CCN(C(=O)/C(=C/c2cn(C)c3ccccc23)NC(=O)c2ccccc2)CC1
- HOMO energy: -0.280 hartree
- Multiplicity: 1

Mulliken atomic charge list, values in e, 4 entries: atom 1 (C): -0.916, atom 2 (N): 0.025, atom 3 (C): -1.105, atom 4 (C): -0.181


The structure with the greatest stability is P.


## P
ORCA calculation (ωB97M-V/def2-TZVPD) on 2 unconnected molecules or ions with the total composition C4H10N.

The geometry in XYZ format:
```
15
Properties=species:S:1:pos:R:3
C -0.60939 -0.67611 -1.04013
C -1.34571 -0.39144 0.25374
C -1.29985 1.08185 0.67375
C 2.86109 -0.17612 0.19454
N 1.83618 0.36814 -0.05026
H 0.47819 -0.38608 -0.92683
H -0.95466 -0.16766 -1.94367
H -0.77174 -1.73103 -1.26288
H -2.37904 -0.74595 0.20731
H -0.85182 -0.99645 1.02381
H -0.29705 1.48873 0.54258
H -1.59465 1.28510 1.70003
H 3.24282 -0.15965 1.23791
H 3.58028 -0.47882 -0.59428
H -1.89463 1.68549 -0.01561
```

Output
- LUMO level: -9.75 eV
- Net charge: +1
- HOMO energy: -0.554 hartree
- Multiplicity: 1

Mulliken atomic charge list, values in e, 4 entries: atom 1 (C): -0.643, atom 2 (C): -0.264, atom 3 (C): -1.054, atom 4 (C): -0.161


## Q
ORCA calculation (ωB97M-V/def2-TZVPD) on 2 unconnected molecules or ions with the total composition C4H10N.

The geometry in XYZ format:
```
15
Properties=species:S:1:pos:R:3
C 2.32234 -0.19108 -2.56683
N 2.74843 0.71190 -1.78553
H 1.54962 0.12217 -3.25320
H 2.77751 -1.17325 -2.60025
H 3.44999 0.62847 -1.06011
H 2.29657 1.59628 -1.75533
C -2.56177 0.03516 2.10210
C -1.69913 -0.55206 1.03408
C -0.40707 -0.30780 0.88767
H -3.04721 -0.78644 2.62725
H -2.07500 0.78145 2.72707
H -3.37831 0.61347 1.64765
H -2.26154 -1.13600 0.31119
H 0.23020 -0.76630 0.14079
H 0.05536 0.42403 1.54346
```

Output
- LUMO level: -6.05 eV
- Net charge: +1
- HOMO energy: -0.456 hartree
- Multiplicity: 1

Mulliken atomic charge list, values in e, 4 entries: atom 1 (C): -0.053, atom 2 (N): -0.101, atom 3 (H): 0.276, atom 4 (H): 0.294


The structure with the greatest stability is Q.


## P
ORCA calculation (ωB97M-V/def2-TZVPD) on 2 unconnected molecules or ions with the total composition C4H10N.

The geometry in XYZ format:
```
15
Properties=species:S:1:pos:R:3
C -0.70880 -0.33078 0.41641
N -0.48657 0.08363 -0.93711
C 0.98168 0.17340 -1.11844
C 1.53281 0.45691 0.27030
C 0.72742 -0.69573 0.99756
H -1.38121 -1.21060 0.40017
H -1.04996 0.60816 1.00529
H -3.69483 0.66983 -0.24252
H -3.94234 0.86594 -0.87290
H 1.40462 -0.87389 -1.51985
H 1.39032 0.92042 -1.91489
H 1.04507 1.52690 0.45239
H 2.58588 0.35101 0.34936
H 0.88654 -1.80022 0.59102
H 0.70938 -0.74499 2.12320
```

Output
- LUMO level: -8.66 eV
- Net charge: +1
- HOMO energy: -0.613 hartree
- Multiplicity: 1

Mulliken atomic charge list, values in e, 4 entries: atom 1 (C): -0.406, atom 2 (N): 0.093, atom 3 (C): -0.373, atom 4 (C): -0.483


## Q
ORCA calculation (ωB97M-V/def2-TZVPD) on 2 unconnected molecules or ions with the total composition C4H10N.

The geometry in XYZ format:
```
15
Properties=species:S:1:pos:R:3
C -2.61140 0.05657 -0.76199
C -1.95656 -0.13219 0.67351
C -0.56093 0.44740 0.67827
C 0.24813 0.37874 -0.32283
N 4.04883 -0.52455 -0.16520
H -1.66702 0.45157 -1.21925
H -2.76402 -0.92859 -1.18702
H -3.52946 0.64026 -0.88229
H -2.54212 0.33098 1.51016
H -1.84188 -1.18933 0.96567
H -0.20542 0.56950 1.72092
H 1.34036 0.50000 -0.39021
H 3.07600 -0.30044 -0.05502
H 4.52328 -0.41667 -1.04050
H 4.57386 -0.41193 0.68557
```

Output
- LUMO level: -8.94 eV
- Net charge: +1
- HOMO energy: -0.477 hartree
- Multiplicity: 1

Mulliken atomic charge list, values in e, 4 entries: atom 1 (C): -0.739, atom 2 (C): -0.351, atom 3 (C): -0.043, atom 4 (C): -0.036


The structure with the greatest stability is P.